#w
A single C6H14N2 molecule. Source: the Open Molecules 2025 dataset; level of theory: wB97M-V/def2-TZVPD.

Computed properties:
highest occupied orbital energy: -8.509 eV
orbital gap: 9.67 eV
molecular weight: 114.192 g mol⁻¹
SMILES: C[C@H](N)CC/C=C/N

Structure (ORCA input):
```
! wB97M-V def2-TZVPD RIJCOSX def2/J DEFGRID3
* xyz 0 1
C -0.059 2.307 1.332
C 0.817 1.218 0.751
C 0.562 0.755 -0.695
C -0.784 -0.007 -0.964
N -1.110 -3.742 -0.391
C -1.258 -2.429 -0.972
C -0.664 -1.403 -0.378
N 2.233 1.506 0.898
H -1.139 2.157 1.329
H 0.159 3.265 0.833
H 0.225 2.546 2.366
H 0.559 0.325 1.341
H 1.296 -0.003 -0.965
H 0.573 1.642 -1.331
H -0.840 -0.083 -2.048
H -1.601 0.582 -0.556
H -1.881 -4.367 -0.575
H -0.233 -4.170 -0.628
H -1.874 -2.457 -1.865
H -0.062 -1.574 0.504
H 2.418 1.856 1.813
H 2.663 2.077 0.200
*
```



#x
A molecular structure, C6H14N2. Source: the Open Molecules 2025 dataset; level of theory: wB97M-V/def2-TZVPD.

Computed properties:
highest occupied orbital energy: -7.715 eV
orbital gap: 8.67 eV
molecular weight: 114.192 g mol⁻¹

Structure (ORCA input):
```
! wB97M-V def2-TZVPD RIJCOSX def2/J DEFGRID3
* xyz 0 1
C 1.574 -0.734 -1.956
N 0.302 -0.034 -1.843
C 0.035 0.044 0.085
C -0.979 -1.116 0.212
C -1.472 -1.409 1.586
C -1.106 -0.716 2.691
C -0.374 1.543 0.186
N 0.693 2.537 0.108
H 2.353 -0.020 -1.898
H 1.808 -1.515 -1.179
H 1.623 -1.239 -2.909
H 0.048 0.405 -2.762
H 1.111 -0.130 0.021
H -1.779 -0.919 -0.496
H -0.419 -1.950 -0.198
H -2.066 -2.277 1.842
H -1.536 -0.964 3.642
H -0.590 0.230 2.473
H -0.912 1.718 1.098
H -0.991 1.634 -0.716
H 1.470 2.404 0.768
H 1.208 2.506 -0.756
*
```



Which of them is the least stable? Correct choice: #x.



#w
2 unconnected molecules or ions with the total composition C6H14N2. Source: the Open Molecules 2025 dataset; level of theory: wB97M-V/def2-TZVPD.

Computed properties:
highest occupied orbital energy: -6.992 eV
orbital gap: 3.60 eV
molecular weight: 114.192 g mol⁻¹

Structure (ORCA input):
```
! wB97M-V def2-TZVPD RIJCOSX def2/J DEFGRID3
* xyz 0 1
C 0.988 2.257 -0.220
C -0.098 -1.400 -2.564
C -0.287 -0.621 -1.502
C 0.175 -0.917 -0.098
N 0.411 -2.262 0.193
C -0.794 -0.339 0.978
C -0.316 -0.638 2.402
N -0.394 2.430 -0.521
H 1.453 1.581 -0.962
H 1.130 1.706 0.722
H -0.448 -1.029 -3.517
H 0.400 -2.355 -2.479
H -0.761 0.350 -1.623
H 1.134 -0.411 0.073
H -0.433 -2.783 -0.091
H -0.824 0.753 0.839
H -1.804 -0.719 0.804
H 0.757 -0.458 2.491
H -0.435 -1.699 2.616
H -0.845 -0.060 3.151
H 1.572 3.176 -0.154
H -0.582 3.439 -0.538
*
```



#x
A single C6H14N2 molecule. Source: the Open Molecules 2025 dataset; level of theory: wB97M-V/def2-TZVPD.

Computed properties:
highest occupied orbital energy: -7.929 eV
orbital gap: 9.04 eV
molecular weight: 114.192 g mol⁻¹
SMILES: CN/C=C/C[C@H](C)N

Structure (ORCA input):
```
! wB97M-V def2-TZVPD RIJCOSX def2/J DEFGRID3
* xyz 0 1
C -1.480 -1.052 0.890
C -1.439 -0.789 -0.615
C -0.061 -1.094 -1.212
C 1.104 -0.388 -0.556
C 1.133 0.889 -0.187
N 2.203 1.573 0.392
C 1.851 2.471 1.462
N -2.507 -1.547 -1.293
H -2.510 -1.114 1.228
H -1.048 -0.207 1.422
H -0.982 -1.985 1.145
H -1.692 0.250 -0.818
H -0.093 -0.787 -2.254
H 0.099 -2.175 -1.220
H 1.967 -0.986 -0.278
H 0.251 1.494 -0.404
H 2.955 0.952 0.660
H 2.740 3.011 1.793
H 1.340 1.981 2.307
H 1.139 3.226 1.119
H -2.297 -2.535 -1.358
H -2.675 -1.189 -2.223
*
```



Which of them is the least stable? Correct choice: #w.



#w
A single C6H14N2 molecule. Source: the Open Molecules 2025 dataset; level of theory: wB97M-V/def2-TZVPD.

Computed properties:
highest occupied orbital energy: -8.380 eV
orbital gap: 9.38 eV
molecular weight: 114.192 g mol⁻¹
SMILES: C/C=N/N(CC)CC

Structure (ORCA input):
```
! wB97M-V def2-TZVPD RIJCOSX def2/J DEFGRID3
* xyz 0 1
C 0.026 2.470 -0.450
C 0.431 1.423 0.427
C 1.710 -0.637 0.428
C 1.636 -1.868 -0.440
C -1.479 -0.032 0.160
C -2.678 -1.013 0.081
H -0.684 2.227 -1.364
H -0.095 3.532 -0.099
H 1.113 2.527 -1.006
H -0.072 1.249 1.350
H 1.560 1.923 0.566
H 1.672 -0.941 1.452
H 2.751 -0.261 0.516
H 2.396 -2.502 -0.157
H 1.675 -1.343 -1.243
H 0.587 -2.277 -0.269
H -1.429 1.082 0.843
H -2.379 -1.966 -0.363
H -3.342 -0.808 -0.794
H -3.415 -0.985 0.840
N 0.710 0.181 -0.042
N -0.453 -0.683 -0.174
*
```



#x
A single C6H14N2 molecule. Source: the Open Molecules 2025 dataset; level of theory: wB97M-V/def2-TZVPD.

Computed properties:
highest occupied orbital energy: -6.694 eV
orbital gap: 3.46 eV
molecular weight: 114.192 g mol⁻¹

Structure (ORCA input):
```
! wB97M-V def2-TZVPD RIJCOSX def2/J DEFGRID3
* xyz 0 1
C -1.934 0.136 -1.048
C -1.153 1.356 -0.515
C -0.127 0.928 0.499
N 2.774 1.101 0.358
C 2.172 -0.099 0.682
C 0.783 -0.198 0.000
C 0.188 -1.560 0.300
N -2.396 -0.675 0.016
H -1.208 -0.403 -1.702
H -2.692 0.450 -1.758
H -0.632 1.772 -1.379
H -1.833 2.094 -0.108
H 0.463 1.786 0.797
H -0.622 0.596 1.418
H 3.792 1.011 0.409
H 1.914 -0.141 1.766
H 2.786 -0.999 0.515
H 0.311 -1.833 1.354
H -0.927 -1.528 0.140
H 0.577 -2.380 -0.304
H 0.862 -0.095 -1.086
H -3.099 -1.320 -0.354
*
```



#y
2 unconnected molecules or ions with the total composition C6H14N2. Source: the Open Molecules 2025 dataset; level of theory: wB97M-V/def2-TZVPD.

Computed properties:
highest occupied orbital energy (spin up / spin down): -7.347 / -6.748 eV
orbital gap (spin up / spin down): 8.33 / 7.65 eV
molecular weight: 114.192 g mol⁻¹

Structure (ORCA input):
```
! wB97M-V def2-TZVPD RIJCOSX def2/J DEFGRID3
* xyz 0 1
C 0.900 1.141 1.275
C 0.018 0.691 0.474
C -1.715 -1.076 0.488
C -2.343 1.385 0.330
C 1.528 -0.435 -1.746
C -1.314 0.284 -0.066
N 2.596 -1.035 0.245
N 1.443 -0.996 -0.496
H 1.799 0.646 1.515
H 0.793 2.029 1.865
H -2.462 -1.606 -0.084
H -0.842 -1.784 0.583
H -2.023 -0.915 1.535
H -2.416 1.308 1.465
H -3.375 1.280 -0.161
H -1.951 2.439 -0.028
H 1.538 0.615 -1.968
H 2.277 -1.011 -2.345
H 0.488 -0.727 -2.301
H -1.097 0.308 -1.146
H 2.745 -1.980 0.624
H 3.413 -0.562 -0.058
*
```



#z
2 unconnected molecules or ions with the total composition C6H14N2. Source: the Open Molecules 2025 dataset; level of theory: wB97M-V/def2-TZVPD.

Computed properties:
highest occupied orbital energy: -8.185 eV
orbital gap: 9.16 eV
molecular weight: 114.192 g mol⁻¹
SMILES: C/C=C/N.C=NCC

Structure (ORCA input):
```
! wB97M-V def2-TZVPD RIJCOSX def2/J DEFGRID3
* xyz 0 1
C 2.081 1.043 1.014
C 2.521 -0.384 0.978
C 2.138 -1.267 0.066
N 2.553 -2.605 -0.023
H 1.461 1.270 0.144
H 1.475 1.251 1.899
H 2.918 1.743 1.017
H 3.149 -0.744 1.791
H 1.448 -0.958 -0.714
H 1.852 -3.186 -0.460
H 2.809 -3.012 0.867
C -2.640 -0.548 0.441
C -1.863 0.361 -0.495
C -2.198 2.224 -1.838
N -2.747 1.344 -1.124
H -1.977 -1.198 1.012
H -3.247 0.032 1.135
H -3.319 -1.177 -0.136
H -1.447 -0.250 -1.302
H -1.021 0.815 0.036
H -1.112 2.313 -1.950
H -2.835 2.934 -2.359
*
```



Which of them is the least stable? Correct choice: #x.



#w
2 unconnected molecules or ions with the total composition C3H6N3O2. Source: the Open Molecules 2025 dataset; level of theory: wB97M-V/def2-TZVPD.

Computed properties:
highest occupied orbital energy (spin up / spin down): -13.993 / -13.989 eV
orbital gap (spin up / spin down): 8.73 / 8.72 eV
molecular weight: 116.100 g mol⁻¹

Structure (ORCA input):
```
! wB97M-V def2-TZVPD RIJCOSX def2/J DEFGRID3
* xyz 1 1
C -0.229 0.324 -0.680
C -0.789 -0.767 0.248
C 0.427 -1.074 1.114
N 0.943 0.713 -0.360
N -1.200 1.610 -2.234
N 1.314 0.148 1.011
O -2.253 1.237 -2.263
O -0.432 2.349 -2.628
H -1.612 -0.596 0.886
H -1.040 -1.530 -0.566
H 0.180 -1.432 2.147
H 1.070 -1.910 0.723
H 1.311 1.097 1.529
H 2.310 -0.170 1.072
*
```



#x
A gas-phase ion, C3H6N3O2 (charge +1). Source: the Open Molecules 2025 dataset; level of theory: wB97M-V/def2-TZVPD.

Computed properties:
highest occupied orbital energy: -15.316 eV
orbital gap: 9.51 eV
molecular weight: 116.100 g mol⁻¹
SMILES: O=[N+]([O-])C1=[NH+]CCN1

Structure (ORCA input):
```
! wB97M-V def2-TZVPD RIJCOSX def2/J DEFGRID3
* xyz 1 1
C -0.165 0.784 -0.199
C -0.395 -1.329 0.636
C 1.102 -1.068 0.273
N -1.045 -0.034 0.256
N 1.076 0.260 -0.227
N -0.568 2.162 -0.668
O -1.770 2.301 -0.604
O 0.256 2.902 -1.082
H -0.908 -2.162 0.283
H -0.552 -1.296 1.674
H 1.831 -1.258 0.968
H 1.296 -1.735 -0.713
H -2.058 -0.015 0.064
H 1.900 0.489 -0.662
*
```



#y
A molecular structure, C3H6N3O2. Source: the Open Molecules 2025 dataset; level of theory: wB97M-V/def2-TZVPD.

Computed properties:
highest occupied orbital energy: -13.653 eV
orbital gap: 9.96 eV
molecular weight: 116.100 g mol⁻¹

Structure (ORCA input):
```
! wB97M-V def2-TZVPD RIJCOSX def2/J DEFGRID3
* xyz 1 1
C 0.949 1.009 0.669
C 0.296 -1.922 -1.352
C 0.020 0.629 -0.159
N 0.958 -2.812 -1.035
N -1.099 0.614 -0.714
N 0.952 0.942 1.969
O -1.685 -0.473 -1.128
O -1.856 1.799 -0.731
H 1.882 1.447 0.199
H -0.928 -1.210 -1.313
H 1.469 -3.573 -0.701
H -0.042 0.745 2.476
H -2.786 1.733 -0.678
H 1.868 1.071 2.499
*
```



Which of them is the least stable? Correct choice: #w.



#w
A single C7H8N4O molecule. Source: the Open Molecules 2025 dataset; level of theory: wB97M-V/def2-TZVPD.

Computed properties:
highest occupied orbital energy: -8.922 eV
orbital gap: 9.41 eV
molecular weight: 164.168 g mol⁻¹
SMILES: [H]/N=C(/N)N=C=NC1C=COC=C1

Structure (ORCA input):
```
! wB97M-V def2-TZVPD RIJCOSX def2/J DEFGRID3
* xyz 0 1
C -0.325 1.345 0.355
C -2.169 -0.007 0.113
C -2.066 -0.328 -1.358
C -1.419 -0.974 0.913
C -1.002 -0.994 -1.757
C 2.108 1.166 0.470
C -0.181 -1.322 0.419
N -1.538 1.261 0.384
N 2.649 2.271 0.262
N 2.881 0.115 0.793
N 0.743 0.838 0.576
O 0.017 -1.405 -0.986
H -3.177 -0.130 0.460
H -2.791 0.018 -2.003
H -1.766 -1.042 1.917
H -0.974 -1.483 -2.764
H 0.708 -1.716 0.797
H 2.035 2.934 -0.240
H 3.773 0.195 0.544
H 2.494 -0.741 1.103
*
```



#x
2 unconnected molecules or ions with the total composition C7H8N4O. Source: the Open Molecules 2025 dataset; level of theory: wB97M-V/def2-TZVPD.

Computed properties:
highest occupied orbital energy: -8.782 eV
orbital gap: 9.50 eV
molecular weight: 164.168 g mol⁻¹

Structure (ORCA input):
```
! wB97M-V def2-TZVPD RIJCOSX def2/J DEFGRID3
* xyz 0 1
C -1.419 1.749 -0.285
C -1.129 -2.398 -0.084
C -0.236 1.091 -0.821
C -2.670 -0.119 0.499
C 3.691 0.350 1.191
C -1.527 -0.971 -0.097
C -0.367 -0.379 -0.586
N -2.488 1.289 0.201
N 0.068 -2.520 -0.506
N 3.342 0.421 -0.032
N 3.032 0.474 -1.129
O 0.541 -1.242 -0.832
H -1.565 2.794 -0.498
H -1.538 -3.351 0.257
H -0.248 1.399 -1.875
H 0.807 1.523 -0.550
H -3.736 -0.308 0.110
H -2.584 -0.395 1.630
H 4.782 0.524 1.373
H 3.244 0.067 2.034
*
```



Which of them is the least stable? Correct choice: #x.